1.
{"formula": "C4H9O5V", "method": "ωB97M-V/def2-TZVPD", "species": ["V", "O", "O", "O", "O", "O", "C", "C", "C", "C", "H", "H", "H", "H", "H", "H", "H", "H", "H"], "positions_angstrom": [[20.2209, 13.6740, -18.7431], [18.9711, 12.2702, -20.3655], [21.9315, 13.1063, -20.1106], [17.8335, 14.2489, -18.0463], [20.5324, 12.8836, -17.3976], [20.5437, 15.2004, -18.6671], [17.5844, 14.6377, -16.7139], [16.2132, 14.3408, -16.1860], [21.3958, 12.5097, -21.3117], [19.9916, 11.6810, -21.1836], [20.0948, 10.6316, -20.9078], [16.1936, 14.6887, -15.1532], [16.0630, 13.2639, -16.2620], [18.2853, 14.2587, -15.9702], [15.3797, 14.7988, -16.7186], [22.1456, 11.9295, -21.8495], [21.0822, 13.3000, -21.9939], [19.5115, 11.5844, -22.1573], [17.7162, 15.7162, -16.6266]], "atomic_forces_ev_per_a": [[-1.216, -0.892, -0.376], [2.369, -0.238, -0.248], [-3.124, -1.217, -0.659], [1.124, -0.899, 0.195], [0.276, 0.709, -0.383], [0.543, 0.414, 0.522], [0.922, 0.652, -1.528], [-0.439, -0.635, -0.162], [-1.077, 0.921, 2.002], [0.078, 1.389, 0.261], [0.195, -0.166, 0.734], [-0.240, -0.199, 0.238], [-0.184, -0.174, 0.347], [0.426, -0.568, 0.018], [0.152, 0.256, -0.240], [0.001, -0.499, 0.127], [0.058, 0.351, -0.334], [0.016, 0.099, -0.508], [0.119, 0.696, -0.008]], "charge": -1, "energy_ev": -40216.747, "lumo_ev": [3.35, 0.48], "spin_multiplicity": 2, "s2": 0.7552, "homo_energy_ha": [-0.149, -0.145], "fmax_ev_per_a": 3.4}



2.
{"formula": "H22NeO11", "method": "ωB97M-V/def2-TZVPD", "species": ["Ne", "O", "O", "O", "O", "O", "O", "O", "O", "O", "O", "O", "H", "H", "H", "H", "H", "H", "H", "H", "H", "H", "H", "H", "H", "H", "H", "H", "H", "H", "H", "H", "H", "H"], "positions_angstrom": [[-0.1681, 0.0432, -0.3700], [-3.2740, -1.0622, -0.9706], [2.2056, -2.8810, -2.8232], [-0.1118, 3.5896, 0.1832], [-3.8581, -1.6861, 1.9236], [-0.7316, 0.0818, 2.9583], [0.5371, -2.1658, 1.9730], [3.5422, 0.4664, 0.2760], [1.5561, -3.6401, -0.1374], [-1.1026, 1.8531, -3.0886], [-2.5581, 1.8535, -0.7262], [2.6670, 2.9926, -0.4523], [-3.3156, -1.3403, -1.8856], [1.0968, -2.2594, 2.7438], [2.0816, -2.7111, -1.8894], [0.8300, -4.2499, -0.2685], [2.6439, 2.0489, -0.2941], [-1.6057, 2.3290, -3.7493], [3.0098, -2.4127, -3.0476], [-2.0254, 2.1040, 0.0286], [3.3837, 3.3105, 0.0967], [1.2131, -2.9858, 0.4712], [-3.1025, -2.0947, 2.3458], [-2.9185, -0.1741, -1.0056], [-1.6208, 0.2911, 3.2444], [0.1859, -1.2777, 2.0377], [-0.3857, 1.4493, -3.5776], [-1.9485, 1.8639, -1.4642], [3.6938, -0.4787, 0.2719], [-0.3694, 3.9465, 1.0331], [-3.5245, -1.3772, 1.0813], [-0.1698, 0.4140, 3.6585], [0.8386, 3.4920, 0.2420], [3.3056, 0.6675, 1.1815]], "atomic_forces_ev_per_a": [[0.051, -0.025, 0.005], [-0.034, -0.424, 0.170], [0.038, 0.140, -0.534], [-0.596, -0.076, 0.121], [-0.133, 0.119, 0.543], [0.219, 0.138, -0.069], [0.364, -0.384, -0.255], [0.023, 0.137, 0.001], [0.507, -0.115, -0.454], [-0.012, -0.040, -0.053], [-0.698, -0.445, 0.319], [-0.469, 0.610, 0.102], [-0.060, -0.199, -0.117], [0.105, -0.186, 0.193], [-0.234, -0.345, 0.607], [-0.129, -0.161, -0.134], [0.165, -0.556, -0.231], [-0.205, 0.204, -0.117], [0.176, 0.066, -0.178], [0.267, 0.178, 0.110], [0.271, 0.107, 0.015], [-0.335, 0.350, 0.612], [0.167, -0.192, 0.070], [0.107, 0.847, 0.152], [-0.439, -0.061, -0.099], [-0.523, 0.452, 0.078], [0.260, -0.179, 0.021], [0.462, 0.170, -0.422], [-0.004, -0.322, -0.141], [-0.150, 0.176, 0.170], [-0.007, 0.021, -0.695], [0.151, 0.139, 0.207], [0.712, -0.112, -0.341], [-0.020, -0.034, 0.345]], "energy_ev": -26388.985, "lumo_ev": -0.36, "spin_multiplicity": 1, "homo_energy_ha": -0.397, "fmax_ev_per_a": 0.9}